Formula: C45H89IN5O12P
Source: the Open Molecules 2025 dataset
Level of theory: ωB97M-V/def2-TZVPD

```
153
Properties=species:S:1:pos:R:3:lowdin_charge:R:1
I -5.5932 2.1617 -6.9878 0.365
P -4.9345 1.0623 -4.9007 0.497
O 0.6050 1.9332 -6.0980 -0.079
O 9.9706 -1.5636 4.2774 -0.159
O -4.9633 2.3054 -3.7232 -0.416
O 7.1308 1.3385 2.3708 -0.168
O -0.1426 5.3214 -3.1137 -0.142
O -10.1423 -6.0476 -5.0287 -0.149
O -1.2289 5.5847 5.8945 -0.152
O -7.7843 -1.4106 -6.6274 -0.155
O 3.8781 -0.0862 0.2383 -0.141
O -1.6426 -1.8443 1.6287 -0.155
O 0.4764 1.7861 5.6367 -0.144
O 1.1028 -2.9643 -2.9378 -0.158
N -1.3973 -0.2241 -6.2204 0.098
N -2.4330 0.6718 -3.7809 0.050
N -2.6683 0.0984 -6.1710 0.034
N -1.1598 0.3500 -3.8283 0.110
N 1.3392 1.8617 -3.1752 0.012
C 4.0700 0.3457 2.5612 -0.175
C 7.2999 1.3950 3.7934 -0.198
C -3.0985 0.5443 -4.9599 -0.520
C 0.4032 5.9063 7.5829 -0.175
C -1.0670 5.6427 7.3181 -0.205
C 2.5996 0.2113 2.2106 -0.172
C -6.7945 -2.7228 -4.9191 -0.179
C -0.6019 2.2694 4.8215 -0.201
C -0.5688 4.8148 -4.3852 -0.217
C 8.3228 1.8282 1.7402 -0.192
C -0.3219 6.7431 -3.0949 -0.205
C -2.4807 -0.8580 1.0054 -0.198
C -11.1619 -6.3835 -4.0774 -0.204
C -9.1582 -7.3611 -3.3169 -0.176
C 2.2513 1.6875 -4.3309 -0.218
C 8.7715 1.6649 4.0473 -0.171
C 1.5328 0.9645 -5.5544 -0.321
C -8.8020 -1.7473 -5.6747 -0.198
C 2.6171 0.4078 0.7052 -0.202
C 0.7998 6.7175 6.3656 -0.175
C -6.5886 -2.1333 -6.3020 -0.216
C 11.1698 -2.2836 4.5963 -0.200
C 9.1579 2.4791 2.8281 -0.169
C -3.7104 -1.7887 2.7846 -0.173
C 0.3947 -4.1929 -2.7311 -0.204
C -1.3302 1.0478 4.2921 -0.176
C 0.8248 -0.3926 -5.1307 -0.054
C 0.7296 -4.6583 -1.3243 -0.173
C -0.7156 -0.0580 -5.0509 -0.281
C 4.7386 -0.3081 1.3667 -0.197
C 10.9820 -2.8557 5.9886 -0.177
C -2.4164 -2.5582 2.6034 -0.203
C 0.2948 0.3826 5.8646 -0.200
C -1.1126 0.0462 5.4055 -0.170
C -10.6571 -7.5815 -3.2951 -0.179
C -1.3121 5.9407 -5.0797 -0.172
C 0.9525 -3.3413 -0.6042 -0.169
C -3.9070 -1.1729 1.4149 -0.169
C -0.0304 6.0692 5.2730 -0.204
C -8.9477 -6.7722 -4.6998 -0.205
C 8.9646 -1.8880 5.2485 -0.211
C -0.6100 7.1659 -4.5248 -0.175
C -8.2936 -2.9446 -4.8940 -0.179
C 1.6142 -2.5036 -1.6792 -0.201
C 9.4833 -3.0769 6.0366 -0.175
H 5.7234 0.1041 1.1623 0.097
H -6.4575 -2.9193 -7.0540 0.119
H -1.6909 6.4609 7.6945 0.116
H 0.5797 6.4184 8.5292 0.112
H -1.2547 2.8790 5.4542 0.112
H -1.8477 -2.6451 3.5315 0.103
H 2.2503 -0.7979 2.4522 0.114
H 1.7883 2.5326 -2.5520 0.072
H 8.8442 0.9735 1.2965 0.121
H -4.5524 -0.2943 1.4162 0.116
H -0.0097 -2.8997 -0.3281 0.104
H 0.4594 0.1573 6.9201 0.116
H 8.0209 -2.0999 4.7419 0.119
H 4.3408 -0.1213 3.5090 0.111
H -1.4132 4.7081 7.7638 0.115
H -8.8786 -6.6298 -2.5525 0.115
H 0.6848 -4.9166 -3.4954 0.115
H 2.3089 0.7725 -6.3383 0.141
H 0.4952 7.7600 6.4982 0.114
H 12.0278 -1.6122 4.5298 0.118
H -8.9511 -0.8801 -5.0218 0.117
H -0.0542 -5.2746 -0.8826 0.111
H 2.5063 2.7235 -4.7090 0.111
H 0.3246 4.5218 -4.9463 0.109
H -2.1699 0.1258 1.3728 0.107
H 9.0785 -3.1262 7.0476 0.114
H 0.4912 5.2119 4.8340 0.108
H 10.2261 2.4658 2.6101 0.114
H 1.4062 -1.4379 -1.5672 0.103
H 9.3287 0.7233 4.0556 0.093
H 1.6572 -5.2390 -1.3326 0.114
H 0.3286 7.3306 -5.0621 0.115
H -11.3118 -5.5166 -3.4247 0.117
H -8.8160 -7.5588 -5.4507 0.119
H -8.5409 -3.8685 -5.4240 0.098
H 0.9558 4.9622 7.5964 0.116
H -1.2188 -0.9918 5.0886 0.099
H -9.7380 -1.9543 -6.1968 0.118
H 1.8692 6.6995 6.1545 0.114
H 6.6745 2.2103 4.1744 0.120
H 1.0442 -0.1546 5.2724 0.111
H 4.3454 1.4033 2.6105 0.114
H -4.3378 -1.9125 0.7332 0.116
H -1.2760 5.8673 -6.1668 0.115
H -1.2029 8.0787 -4.5873 0.113
H -8.7122 -3.0062 -3.8887 0.116
H -12.0966 -6.5891 -4.6022 0.117
H 11.2725 -2.1151 6.7397 0.116
H 11.2912 -3.0797 3.8539 0.118
H -3.5742 -0.9987 3.5295 0.101
H -1.8244 0.2318 6.2158 0.119
H 1.8061 -0.1228 0.2034 0.100
H -0.2886 6.7659 4.4731 0.117
H -2.6030 -3.5647 2.2132 0.118
H 0.5722 7.2190 -2.6877 0.116
H -4.5396 -2.4200 3.1053 0.114
H 4.8355 -1.3915 1.5082 0.118
H -5.7293 -1.4605 -6.3478 0.074
H -11.0784 -7.6425 -2.2913 0.113
H 2.5542 1.4698 0.4427 0.117
H 8.8501 3.5205 2.9638 0.114
H -6.5136 -1.9910 -4.1550 0.101
H -0.6764 -3.9858 -2.8353 0.116
H 9.2283 -4.0073 5.5208 0.116
H -8.5781 -8.2688 -3.1485 0.113
H 1.9569 0.9270 2.7259 0.106
H 3.2258 1.2087 -4.0755 0.118
H -10.9042 -8.5056 -3.8259 0.115
H 8.9525 2.1777 4.9930 0.117
H 0.5104 2.3283 -3.5533 0.035
H -2.3813 1.2403 4.0733 0.113
H 2.6996 -2.6483 -1.6847 0.122
H -2.3402 -0.8844 -0.0768 0.117
H 1.1780 -0.6726 -4.1063 0.097
H -0.2048 2.9000 4.0235 0.115
H 6.9602 0.4584 4.2408 0.109
H -1.1909 3.9285 -4.2388 0.106
H -0.8490 0.6922 3.3754 0.105
H 8.8255 -1.0132 5.8938 0.116
H 8.0550 2.5242 0.9429 0.119
H 1.5576 -3.4303 0.2984 0.116
H 11.5658 -3.7605 6.1585 0.114
H -6.2125 -3.6304 -4.7521 0.110
H -2.3623 5.9424 -4.7719 0.113
H -8.0873 -6.1013 -4.7430 0.105
H 0.5681 1.8197 -7.0554 0.097
H 0.9867 -1.2286 -5.8449 0.116
H -4.2770 2.9314 -4.0100 0.019
H -1.1672 6.9679 -2.4355 0.117
```

Properties
**SMILES**: NC[C@H](O)Cc1nnc(P(O)I)nn1.C1CCOC1.C1CCOC1.C1CCOC1.C1CCOC1.C1CCOC1.C1CCOC1.C1CCOC1.C1CCOC1.C1CCOC1.C1CCOC1
**ΔE to the lowest compared entry with this formula, charge and spin**: 32.1 kcal/mol
**2S+1**: 1
**Charge**: 0